C13H30IIrOP2Si as an isolated structure in a non-equilibrium geometry. Source: OMol25; level of theory: ωB97M-V/def2-TZVPD.

- highest occupied orbital energy (spin up / spin down) (eV) = -13.50 / -15.23
- energy relative to the best compared isomer or geometry (same formula, charge and spin) (kJ/mol) = 9.9
- LUMO level (spin up / spin down) (eV) = -5.92 / -10.53
- net charge = +2
- HOMO-LUMO gap (spin up / spin down) (eV) = 7.582 / 4.695
- E_tot (eV) = -53390.0607
- 2S+1 = 5

```
49
Properties=species:S:1:pos:R:3:forces:R:3:mulliken_charge:R:1
C 0.1459 0.0022 -3.5339 0.316 -0.122 -2.131 -1.548
I -2.6206 -0.5827 -3.4407 -1.995 -0.640 -2.172 0.254
H 1.0683 0.1339 -2.9032 0.139 -0.409 -1.507 0.370
H -0.0609 0.8641 -4.2073 0.311 -0.573 0.669 0.362
H 0.0461 -0.9260 -4.1371 0.686 0.728 0.428 0.460
Ir -0.6487 -0.0874 -1.6457 2.522 0.232 2.712 2.730
P -0.0057 2.1787 -1.4238 0.889 1.199 -0.353 0.796
C -1.3392 3.2707 -1.9689 -0.049 -0.366 0.032 -1.444
C 0.5771 2.9258 0.1088 -0.181 -0.137 0.730 -1.081
H 0.1322 3.9233 0.2288 0.141 -0.270 -0.122 0.486
H 1.5196 3.6213 -2.4387 0.247 -0.357 -0.094 0.452
H 1.6703 3.0231 0.0521 -0.329 -0.152 0.182 0.452
H 2.2838 1.9956 -2.1785 -0.157 0.285 -0.079 0.458
H -2.2576 2.9908 -1.4531 -0.107 0.213 -0.056 0.376
H 0.2763 2.2867 0.9504 0.316 0.537 -0.203 -0.042
C 1.3886 2.5303 -2.5239 -0.125 0.178 -0.413 -1.524
H -1.0259 4.2709 -1.6636 -0.196 0.034 -0.173 0.534
H 1.1806 2.2664 -3.5716 0.214 0.318 0.505 0.448
H -1.4735 3.2150 -3.0481 -0.093 0.013 0.014 0.369
P 0.2113 -2.3250 -1.2750 0.149 -0.917 -0.212 0.879
C -1.2536 -3.4007 -1.3149 0.016 0.344 0.009 -1.396
C 1.3062 -2.8370 -2.6397 -0.178 0.402 0.034 -1.337
H 2.1807 -2.7386 -0.0040 -0.065 -0.061 0.161 0.397
H 0.8223 -3.8104 0.5028 0.119 0.058 -0.114 0.491
H 0.8644 -2.0971 1.0131 0.106 -0.227 0.097 -0.126
C 1.1131 -2.7967 0.2198 0.035 0.445 -0.102 -0.835
H 2.2021 -2.2064 -2.5926 -0.062 -0.247 -0.111 0.425
H 1.5781 -3.8895 -2.5237 -0.012 0.104 0.113 0.437
H -1.0302 -4.3150 -0.7614 -0.111 0.024 -0.119 0.472
H -1.4998 -3.6214 -2.3522 -0.100 -0.068 0.019 0.370
H 0.8192 -2.6958 -3.6073 0.129 -0.137 0.161 0.346
H -2.0835 -2.8662 -0.8482 -0.038 -0.293 0.040 0.359
C -2.2796 0.1237 -0.6982 -3.469 0.313 2.113 -0.421
O -3.1494 0.2662 0.0238 0.743 -0.064 -0.384 -0.318
C -1.5595 0.9682 4.0552 0.043 0.087 -0.807 -1.004
Si -0.0065 0.0673 3.4278 -0.102 -0.071 1.663 0.093
C 1.4948 0.9642 4.0950 0.255 0.043 -0.338 -1.019
C -0.0648 -1.6698 4.1329 0.141 -0.028 -0.484 -0.991
C 0.0998 -0.0017 1.5416 -1.351 0.402 -2.859 0.353
C -0.1589 0.0368 0.3090 1.143 -0.630 3.426 -1.045
H -1.7367 0.8431 5.1389 0.336 -0.124 -0.500 0.332
H -2.4537 0.6142 3.5220 0.115 0.110 0.211 0.328
H -1.4570 2.0438 3.8555 -0.123 -0.172 0.086 0.327
H 1.5194 0.9208 5.2038 -0.065 0.013 -0.654 0.330
H 2.4256 0.5226 3.6971 -0.279 0.194 0.280 0.332
H 1.4638 2.0205 3.7809 0.096 -0.272 0.222 0.345
H -0.9262 -2.2497 3.7719 0.158 0.164 0.212 0.305
H 0.8475 -2.2393 3.9006 -0.215 0.114 0.218 0.334
H -0.1457 -1.5337 5.2238 0.036 -0.214 -0.350 0.328
```
Forces are in eV/Å.

C13H30IO2P2V as an isolated structure in a non-equilibrium geometry. Source: OMol25; level of theory: ωB97M-V/def2-TZVPD.

- highest occupied orbital energy (spin up / spin down) (eV) = -15.89 / -15.92
- energy relative to the best compared isomer or geometry (same formula, charge and spin) (kJ/mol) = 0.0
- LUMO level (spin up / spin down) (eV) = -8.18 / -8.29
- net charge = +2
- HOMO-LUMO gap (spin up / spin down) (eV) = 7.707 / 7.630
- E_tot (eV) = -70411.4628
- 2S+1 = 3

```
49
Properties=species:S:1:pos:R:3:forces:R:3:mulliken_charge:R:1
C -0.0066 0.2146 -6.5967 0.007 -0.277 0.093 -0.912
C 0.0061 1.0081 -5.3144 -0.040 4.376 -0.875 0.565
H -0.0044 0.9347 -7.4346 0.000 -0.268 0.522 0.322
H -0.9051 -0.4183 -6.6444 0.281 0.177 0.109 0.333
H 0.8798 -0.4338 -6.6527 -0.269 0.173 0.104 0.335
O 0.0071 2.2018 -5.1807 0.004 -3.692 -0.067 -0.353
I 0.0253 -0.1991 -3.4156 -0.031 -0.660 -0.013 0.097
V -0.0173 -0.1724 -0.0583 -0.115 -3.520 0.088 -0.681
P 2.3423 0.1594 -0.0300 2.099 0.291 -0.461 1.190
C 3.0875 1.5688 0.8231 -0.167 0.193 0.291 -1.346
C 3.2430 -1.3119 0.5434 -0.269 -0.307 0.230 -1.275
H 4.3114 -1.1607 0.3610 -0.142 -0.013 0.009 0.486
H 3.9622 0.1379 -1.8579 -0.121 0.174 0.177 0.438
H 2.8989 -2.1974 -0.0072 0.152 0.182 0.089 0.415
H 2.3219 -0.3639 -2.3698 0.761 0.355 0.360 0.126
H 2.7933 1.5674 1.8750 0.112 0.023 -0.011 0.335
H 3.0789 -1.4888 1.6131 0.034 0.083 -0.196 0.238
C 2.8926 0.3468 -1.7465 -0.093 -0.411 -0.444 -1.021
H 4.1800 1.5420 0.7542 -0.191 -0.104 -0.043 0.437
H 2.6535 1.3535 -2.1002 0.101 -0.103 -0.001 0.355
H 2.7292 2.5010 0.3767 0.064 -0.095 0.013 0.433
P -2.3766 0.1762 -0.0480 -2.281 0.236 -0.220 1.355
C -3.0831 1.6088 0.8158 0.148 0.158 0.205 -1.311
C -2.8855 0.3451 -1.7835 0.167 -0.378 -0.425 -1.101
H -2.8885 -2.1742 0.1792 -0.288 0.159 0.106 0.426
H -4.3850 -1.1848 0.0827 0.371 0.051 0.210 0.467
H -3.4300 -1.2633 1.6184 -0.020 0.002 -0.394 0.322
C -3.3755 -1.2485 0.5188 0.358 -0.246 0.152 -1.375
H -2.2909 -0.3851 -2.3686 -0.842 0.456 0.331 0.138
H -3.9547 0.1280 -1.9185 0.265 0.235 0.173 0.425
H -4.1753 1.6438 0.6994 0.319 -0.117 -0.024 0.430
H -2.6498 2.5393 0.4295 -0.170 -0.185 0.044 0.434
H -2.6310 1.3465 -2.1491 -0.134 -0.192 -0.009 0.348
H -2.8314 1.5341 1.8811 -0.145 0.057 -0.167 0.308
C -0.0475 1.5277 0.6838 -0.259 7.966 4.536 0.607
O -0.0852 2.5697 1.2657 0.295 -5.685 -3.370 -0.287
C -0.7479 0.1443 3.7148 -0.193 0.256 -0.020 -1.310
C 0.3400 -0.6958 3.0458 0.313 0.068 0.226 1.548
C 0.7937 -1.8111 4.0072 0.034 -0.147 -0.099 -1.624
C -0.1321 -1.3447 1.7309 -0.042 1.021 -0.309 -1.281
H -1.7407 -0.3131 3.5641 0.295 0.105 0.219 0.218
H -0.7839 1.1728 3.3262 -0.061 -0.277 0.111 0.184
H -0.5501 0.2154 4.7948 -0.193 0.031 -0.380 0.483
H 1.2268 -0.0437 2.8730 -0.377 -0.295 -0.039 -0.450
H -0.0236 -2.5226 4.1769 0.131 0.099 -0.005 0.378
H 1.6457 -2.3614 3.5998 -0.081 -0.067 -0.006 0.393
H 1.1047 -1.4167 4.9799 -0.111 0.072 -0.202 0.417
H 0.5761 -2.1329 1.4546 0.211 -0.137 -0.456 0.589
H -1.0983 -1.8434 1.8876 0.111 0.174 -0.158 0.755
```
Forces are in eV/Å.

C13H30Li4N2O7 as an isolated structure in a non-equilibrium geometry. Source: OMol25; level of theory: ωB97M-V/def2-TZVPD.

- highest occupied orbital energy (eV) = -13.70
- energy relative to the best compared isomer or geometry (same formula, charge and spin) (kJ/mol) = 187.6
- LUMO level (eV) = -7.13
- net charge = +2
- HOMO-LUMO gap (eV) = 6.570
- E_tot (eV) = -32087.2678

```
56
Properties=species:S:1:pos:R:3:forces:R:3:mulliken_charge:R:1
Li -25.9624 -10.6586 -12.4257 0.360 0.720 -1.005 0.840
Li -23.7132 -13.0902 -13.3949 -0.011 0.678 -1.224 0.923
Li -24.4997 -7.9400 -14.8776 0.627 -0.701 1.080 0.793
Li -25.2577 -8.9121 -17.4585 0.444 -1.030 0.258 0.912
C -24.6900 -10.3682 -14.8591 0.480 -1.645 2.110 0.859
O -24.4229 -9.9227 -15.9408 0.830 3.296 -7.480 -0.771
O -24.3233 -11.4926 -14.5129 0.910 -4.616 2.100 -0.715
O -25.2440 -9.6264 -14.0556 -3.341 3.197 4.590 -0.978
C -19.4197 -12.7496 -19.6034 -0.412 1.232 0.041 -0.845
O -20.1970 -12.2092 -18.5009 0.410 -0.990 -0.395 -0.262
C -21.2038 -13.1362 -18.0684 0.354 1.672 0.297 -0.589
C -22.2348 -12.2744 -17.2780 0.155 -1.614 -0.618 -0.030
N -23.3949 -13.0821 -16.8951 -0.407 0.184 0.357 -0.371
C -24.2882 -13.2504 -18.0314 -0.218 -1.057 -0.840 -0.203
C -25.3698 -14.3151 -17.7981 -0.345 0.499 -0.038 -0.478
O -26.3729 -14.3404 -18.8346 0.480 0.003 1.821 -0.315
C -27.5173 -15.0546 -18.3592 -0.618 -0.044 -0.797 -0.782
H -19.1875 -13.8112 -19.5182 -0.053 0.064 0.189 0.337
H -18.5154 -12.1514 -19.7151 0.151 -0.203 0.498 0.253
H -19.9554 -12.5245 -20.5256 -0.301 -0.498 -0.156 0.347
H -20.7545 -13.8893 -17.4210 -0.065 -0.138 0.141 0.274
H -21.6086 -13.6381 -18.9473 -0.389 0.015 0.067 0.410
H -22.6138 -11.4565 -17.8907 0.528 0.437 -0.202 0.156
H -21.8055 -11.9114 -16.3442 0.311 0.234 -0.232 0.242
H -23.8821 -12.4354 -16.2913 -0.231 -0.333 0.516 0.040
H -23.6899 -13.5443 -18.8939 -0.134 0.068 -0.116 0.281
H -24.7851 -12.3120 -18.2773 -0.175 0.297 -0.210 0.091
H -25.8742 -14.0384 -16.8723 -0.144 0.007 0.383 0.216
H -24.9461 -15.3061 -17.6356 0.208 -0.106 -0.178 0.339
H -28.3275 -14.7341 -19.0141 0.057 -0.631 -0.277 0.283
H -27.9346 -14.8811 -17.3673 0.732 1.032 0.551 0.327
H -27.3691 -16.1333 -18.3101 0.156 -0.159 -0.736 0.319
C -20.6821 -8.8221 -18.0779 -0.353 -0.097 -0.446 -0.564
O -20.7651 -7.8253 -17.0780 -0.137 0.183 0.863 -0.422
C -21.4717 -8.2972 -15.9190 1.036 -0.006 -1.787 0.055
C -21.6336 -7.2215 -14.8887 0.117 -0.497 -0.933 -0.835
N -22.5037 -7.7598 -13.8176 0.940 0.612 -0.764 0.064
C -22.1401 -7.0194 -12.6126 -1.500 -0.234 1.717 -0.875
C -22.7322 -7.7402 -11.3921 0.570 0.867 -0.094 -0.656
O -21.9642 -8.8995 -11.0986 -1.421 -1.218 0.871 -0.336
C -22.6729 -9.7548 -10.1011 0.596 1.642 -1.160 -0.558
H -20.1547 -9.7440 -17.8327 0.039 0.005 0.631 0.274
H -20.1894 -8.4516 -18.9768 -0.088 0.468 0.247 0.361
H -21.7076 -9.0877 -18.3345 -0.214 -0.327 -0.346 0.137
H -20.8775 -9.1341 -15.5520 -0.261 -0.334 0.466 0.305
H -22.4550 -8.6521 -16.2278 -0.235 -0.383 -0.125 0.036
H -22.1141 -6.3712 -15.3726 0.203 0.329 0.204 0.311
H -20.6264 -6.9736 -14.5537 -0.166 0.394 0.248 0.352
H -22.1762 -8.7053 -13.6802 -0.016 -0.474 0.215 0.102
H -22.6543 -6.0607 -12.6814 0.273 0.244 0.121 0.409
H -21.0777 -6.8524 -12.4351 0.113 -0.153 -0.403 0.426
H -23.7856 -7.8885 -11.6297 -0.329 -0.878 -0.061 0.274
H -22.7741 -7.0637 -10.5384 0.365 0.087 0.234 0.554
H -22.1063 -10.6540 -9.8592 0.178 0.328 -0.225 0.273
H -23.6447 -10.0007 -10.5292 -0.249 -0.310 -0.128 0.076
H -22.8771 -9.1569 -9.2129 0.191 -0.119 0.162 0.333
```
Forces are in eV/Å.

A 3-piece molecular cluster, C13H30N4O11P2 overall in a non-equilibrium geometry. Source: OMol25; level of theory: ωB97M-V/def2-TZVPD.

- highest occupied orbital energy (eV) = -8.95
- LUMO level (eV) = -3.19
- HOMO-LUMO gap (eV) = 5.757
- E_tot (eV) = -61015.3767
- SMILES string = NCC1=C(CC(N)(N)N)C(=O)OC1=O.COP(=O)(OC)OC.COP(=O)(OC)OC

```
60
Properties=species:S:1:pos:R:3:forces:R:3:mulliken_charge:R:1
N 5.4049 0.5172 -0.3634 -1.380 -0.995 -0.391 -0.644
C 4.3052 0.9340 -1.3618 -0.075 -1.043 -0.072 -0.403
C 3.5894 -0.4633 -1.8812 -4.162 -2.678 1.149 -0.116
C 2.4228 -1.1491 -1.2108 3.891 1.071 -2.554 0.396
C 1.5949 -0.6423 0.1459 0.042 -0.374 -1.116 -0.049
C 0.2167 0.0765 -0.4336 -0.297 0.643 -0.997 0.337
N -0.9081 -0.8935 -0.7237 0.965 0.485 0.639 -0.663
N -0.3023 1.1834 0.4847 1.906 -1.825 0.796 -0.675
N 0.5627 0.7567 -1.7631 -1.556 -0.351 0.572 -0.464
C 2.1368 -2.5006 -2.1482 -3.696 -2.641 3.298 0.238
O 1.2283 -3.4386 -1.7608 6.392 6.099 -3.569 -0.452
O 3.0124 -2.5399 -3.3666 0.268 2.444 3.159 -0.254
C 3.9641 -1.3918 -3.2118 4.157 3.420 -1.911 0.406
O 4.9959 -1.0381 -4.0178 -7.366 -3.294 5.052 -0.535
H 4.9209 0.3731 0.5728 0.876 0.035 -1.666 0.297
H 5.7455 -0.4413 -0.6772 -0.450 1.699 0.708 0.294
H 4.7529 1.5302 -2.2852 -0.987 -1.388 2.094 0.295
H 3.5551 1.6054 -0.7280 1.335 -1.565 -1.873 0.207
H 1.2994 -1.5348 0.8434 0.651 1.549 -1.429 -0.002
H 2.2248 0.1466 0.7827 -1.124 -1.777 -1.716 0.247
H -0.6731 -1.5803 -1.4742 -0.001 0.627 1.303 0.263
H -1.2888 -1.3474 0.1365 0.744 0.331 -1.109 0.272
H 0.4566 1.9230 0.5215 -1.140 -1.086 -0.077 0.287
H -0.2692 0.7387 1.4504 -0.245 0.912 -1.257 0.294
H 0.3579 1.7778 -1.6537 -0.035 -1.267 -0.213 0.138
H -0.1365 0.3837 -2.4731 1.140 0.867 1.252 0.275
C 0.7136 -3.3515 5.6391 0.365 0.427 0.617 -0.750
O -0.3786 -3.8066 4.8641 2.812 -1.983 0.209 -0.267
P 0.1046 -4.3744 3.3029 -8.469 2.833 -4.874 1.039
O -0.4895 -3.1023 2.6868 1.602 0.099 0.379 -0.529
O -1.0651 -5.5392 3.3737 1.540 -0.259 0.478 -0.329
C -1.2624 -6.2571 4.5778 -0.530 -0.289 0.486 -0.614
O 0.5876 -4.9423 1.7419 2.862 -1.169 2.306 -0.483
C -0.3538 -4.8867 0.6809 -0.747 0.392 -0.341 -0.237
H 0.3415 -2.9991 6.6044 0.013 -0.046 -0.180 0.250
H 1.4139 -4.1745 5.8074 0.089 0.236 0.290 0.335
H 1.2251 -2.5273 5.1251 0.012 -0.054 0.146 0.308
H -2.0388 -5.7615 5.1710 0.245 -0.096 0.047 0.224
H -0.3390 -6.3318 5.1600 -0.252 -0.054 0.050 0.283
H -1.6063 -7.2665 4.3384 0.122 0.137 -0.156 0.273
H -0.3906 -3.8758 0.2663 -0.013 -0.130 0.150 -0.069
H -1.3511 -5.1963 1.0028 0.125 0.068 0.051 0.306
H -0.0202 -5.5676 -0.1064 0.258 -0.001 0.277 0.271
C -4.6018 3.1015 -1.7376 -0.487 -0.749 0.020 -0.708
O -3.9547 4.2513 -1.2279 -0.527 -0.127 -3.392 -0.263
P -2.5299 4.6626 -2.1190 4.982 3.519 8.002 1.098
O -1.6830 4.1441 -0.9508 -0.314 -0.948 -1.300 -0.544
O -2.8549 6.2652 -1.8829 -0.454 -0.730 -1.334 -0.329
C -4.1819 6.7364 -2.0281 -0.532 0.447 0.292 -0.609
O -1.1053 5.0739 -3.0100 -2.188 -1.070 -2.641 -0.484
C -0.0729 5.7850 -2.3440 0.242 0.115 0.590 -0.503
H -5.4839 2.8909 -1.1277 0.169 0.063 -0.055 0.243
H -4.9181 3.2837 -2.7686 -0.244 -0.269 0.100 0.332
H -3.9235 2.2391 -1.7037 -0.148 0.016 -0.005 0.289
H -4.6786 6.7246 -1.0517 -0.059 -0.087 -0.249 0.224
H -4.7495 6.1326 -2.7426 -0.064 0.184 0.178 0.284
H -4.1561 7.7685 -2.3868 0.182 -0.146 -0.032 0.267
H 0.5350 5.0950 -1.7527 -0.191 0.062 0.047 0.159
H -0.4692 6.5775 -1.7046 0.013 -0.156 -0.035 0.270
H 0.5683 6.2432 -3.1013 -0.267 -0.133 -0.187 0.274
```
Forces are in eV/Å.

What did we get for molecular weight? Answer: 611.5 458.2 354.2 480.3 g mol⁻¹, in the order shown.